[1]
Formula: C2HClO2
Source: the Open Molecules 2025 dataset
Level of theory: ωB97M-V with the def2-TZVPD basis set

Computed properties:
- ΔE to the lowest compared entry with this formula, charge and spin (kcal per mole) = 8.26

Geometry as ORCA input:
```
! RIJCOSX wB97M-V def2-TZVPD def2/J DEFGRID3
* xyz 0 1
C 0.09359 0.68723 -0.36106
C -0.32814 -0.51618 0.40262
O 1.22193 0.74498 -0.79604
O -1.44017 -0.84608 0.64289
Cl 0.99931 -1.67332 0.78458
H -0.54653 1.60337 -0.67298
*
```

=====

[2]
Formula: C4H11N3O2
Source: the Open Molecules 2025 dataset
Level of theory: ωB97M-V with the def2-TZVPD basis set

Computed properties:
- ΔE to the lowest compared entry with this formula, charge and spin (kcal per mole) = 162.36

Geometry as ORCA input:
```
! RIJCOSX wB97M-V def2-TZVPD def2/J DEFGRID3
* xyz 0 1
C -0.91634 -1.62212 0.32361
C 1.49842 -1.39105 0.01073
N 0.22940 -0.73773 0.26355
C -0.98729 0.88309 -1.85837
N 0.20593 0.70126 -1.50868
H -1.03377 -2.11774 -0.64199
H -0.78769 -2.38644 1.09669
H 1.43723 -1.95054 -0.92337
H -1.79769 -1.03570 0.57019
H 1.75539 -2.08166 0.82074
H 2.28221 -0.64132 -0.08690
H -1.79866 1.14253 -1.17764
H -1.17134 0.89566 -2.93179
N 0.52976 1.75534 0.03740
C 0.23834 0.42144 1.17108
O -0.45694 2.67712 0.32712
O -0.85832 0.71929 1.74746
H -1.00427 2.10257 0.98114
H 1.43005 2.22814 0.06997
H 1.20560 0.43786 1.70906
*
```

=====

[3]
Formula: C3H3ClN2
Source: the Open Molecules 2025 dataset
Level of theory: ωB97M-V with the def2-TZVPD basis set

Computed properties:
- ΔE to the lowest compared entry with this formula, charge and spin (kcal per mole) = 57.64

Geometry as ORCA input:
```
! RIJCOSX wB97M-V def2-TZVPD def2/J DEFGRID3
* xyz 0 1
C 0.85175 0.69725 -0.37688
C 0.89070 -0.83581 -0.38253
C -1.07495 0.14035 0.57280
N -0.27727 1.08668 0.06031
N -0.02306 -1.42980 0.20307
Cl -2.67277 -0.03895 -0.16786
H 1.74961 1.28835 -0.71305
H 1.77060 -1.07194 -0.92580
H -1.21462 0.16388 1.72994
*
```

=====

[4]
Formula: C8H10ClO2S
Source: the Open Molecules 2025 dataset
Level of theory: ωB97M-V with the def2-TZVPD basis set

Computed properties:
- ΔE to the lowest compared entry with this formula, charge and spin (kcal per mole) = 47.40

Geometry as ORCA input:
```
! RIJCOSX wB97M-V def2-TZVPD def2/J DEFGRID3
* xyz -1 1
C -0.23412 -0.41649 -1.75872
C -0.00495 0.96642 -1.52137
C -0.00687 -1.62969 -1.13816
C 0.49140 1.57740 -0.41367
C 0.08266 -2.27888 0.13850
C -0.34838 -1.80684 1.33944
C 0.77674 3.04604 -0.41501
C -0.29793 -2.40822 2.69579
O -0.98349 0.41507 2.55055
O 0.63169 0.95631 0.77486
S -0.76269 -0.03811 1.18645
Cl -0.54322 3.36455 -4.24212
H -0.27438 -0.39012 -2.84360
H -0.18585 1.56157 -2.45832
H -0.17723 -2.43052 -1.95388
H 0.29931 -3.36390 0.28663
H 0.88901 3.49560 0.61240
H -0.11953 3.47045 -0.85925
H 1.61517 3.44144 -1.08362
H -1.16500 -2.14719 3.38699
H 0.57073 -1.89777 3.10061
H -0.25307 -3.48715 2.61549
*
```

=====

[5]
Formula: C3ClF4IO
Source: the Open Molecules 2025 dataset
Level of theory: ωB97M-V with the def2-TZVPD basis set

Computed properties:
- ΔE to the lowest compared entry with this formula, charge and spin (kcal per mole) = 19.63

Geometry as ORCA input:
```
! RIJCOSX wB97M-V def2-TZVPD def2/J DEFGRID3
* xyz 0 1
C 0.39362 1.49274 0.01296
C 0.05925 -0.17781 -0.74879
C -0.49558 -0.78385 0.52308
O -0.55250 2.17158 0.04321
F -0.91368 -0.17825 -1.71278
F -1.74325 -0.38427 0.70606
F 0.08905 -0.38331 1.69545
F -0.59696 -2.11168 0.40998
Cl 1.96365 1.63170 0.52816
I 1.79639 -1.27684 -1.45733
*
```

=====

[6]
Formula: C18H18F2N2O6S
Source: the Open Molecules 2025 dataset
Level of theory: ωB97M-V with the def2-TZVPD basis set

Computed properties:
- ΔE to the lowest compared entry with this formula, charge and spin (kcal per mole) = 5.14

Geometry as ORCA input:
```
! RIJCOSX wB97M-V def2-TZVPD def2/J DEFGRID3
* xyz 0 1
C 7.00818 0.49411 0.84070
N 6.77058 -0.89818 0.55975
S 5.97810 -1.20185 -0.87978
O 5.91688 -2.62182 -1.04207
O 6.60669 -0.40527 -1.88851
C 4.31576 -0.57489 -0.59797
C 4.03640 0.74745 -0.89077
C 2.78538 1.26040 -0.59779
C 1.82812 0.44040 -0.00309
C 2.12085 -0.89353 0.27881
C 3.37139 -1.40267 -0.01908
H 3.62400 -2.43420 0.16795
H 1.35503 -1.50881 0.72607
C 0.47494 0.94253 0.33382
O -0.38542 0.28537 0.86942
O 0.29546 2.22887 0.00043
C -1.01365 2.71901 0.24323
H -1.21204 2.72804 1.32027
H -1.02312 3.73492 -0.15647
C -2.03768 1.85511 -0.52197
O -1.84604 1.55766 -1.67613
N -3.12525 1.52435 0.21657
C -4.22953 0.75283 -0.16663
C -5.18906 0.47031 0.80012
C -6.31335 -0.27552 0.49493
C -6.48086 -0.74603 -0.79660
C -5.52881 -0.47094 -1.76978
C -4.40928 0.27401 -1.46240
H -3.67070 0.48141 -2.21752
H -5.68160 -0.85069 -2.76655
O -7.57357 -1.50931 -1.23084
C -8.55799 -1.82927 -0.39248
F -8.14338 -2.55512 0.67876
F -9.18355 -0.74784 0.14365
H -9.30897 -2.42287 -0.93711
H -7.03400 -0.47448 1.27130
H -5.06006 0.83338 1.80950
H -3.11282 1.76249 1.19851
H 2.54141 2.28536 -0.82684
H 4.79773 1.34701 -1.36412
C 6.33837 -1.70017 1.67515
H 7.13016 -1.73212 2.42399
H 6.15919 -2.70449 1.30043
H 5.42327 -1.30928 2.13958
H 7.83484 0.58339 1.54592
H 7.28389 0.97014 -0.09662
H 6.12407 0.99081 1.26229
*
```

=====

[7]
Formula: C4H6BNO7S
Source: the Open Molecules 2025 dataset
Level of theory: ωB97M-V with the def2-TZVPD basis set

Computed properties:
- energy (eV) = -31578.9061

Geometry as ORCA input:
```
! RIJCOSX wB97M-V def2-TZVPD def2/J DEFGRID3
* xyz 0 1
B -0.54301 1.11553 -0.55363
C -2.14176 0.61967 1.01448
C 1.64290 -2.52904 -0.42168
C -2.81407 0.83645 -0.35987
C 2.26288 0.46244 1.35969
N 2.24894 -3.56425 -0.29676
O -2.74242 0.32525 1.99915
O 3.06005 0.27189 -1.20545
O 0.66052 1.11270 -0.98658
O -0.85268 0.88270 0.85231
O -1.71861 1.11647 -1.22780
O -3.59582 -0.30961 -0.65234
O 1.02744 -1.53002 -0.42322
S 2.23206 0.90249 -0.24830
H -3.52080 1.66697 -0.42633
H 2.13988 -0.57016 1.42892
H 1.36089 0.91239 1.75856
H 3.10704 -3.94820 -0.65957
H -4.48763 -0.02076 -0.68086
H 2.67421 2.24711 -0.27072
*
```

=====

[8]
Formula: C23H52P4SeTm
Source: the Open Molecules 2025 dataset
Level of theory: ωB97M-V with the def2-TZVPD basis set

Computed properties:
- energy (eV) = -156699.5194

Geometry as ORCA input:
```
! RIJCOSX wB97M-V def2-TZVPD def2/J DEFGRID3
* xyz 3 3
Tm 0.15125 0.03871 -0.17999
P -0.30142 -2.43753 1.05317
P -0.00668 -1.48290 -2.51695
P -1.16214 0.98677 2.04262
H -0.60130 2.99676 -2.82020
C -0.34302 2.97995 -1.74912
C 0.38355 1.94364 -1.16917
H 1.06672 1.36771 -1.82074
C -1.92359 -3.25190 0.80484
C 0.74429 -3.81158 0.44614
C -0.19694 -2.81962 2.83322
C -0.34439 -0.33648 -3.91044
C 1.37905 -2.47832 -3.21057
C -1.38267 -2.66973 -2.83033
C -1.69175 2.71431 1.73499
C -0.23644 1.11082 3.60812
C -2.74096 0.30121 2.67768
H -0.67672 3.84569 -1.17039
H 0.62098 2.16545 -0.09316
H -1.80784 -4.24070 1.26477
H -2.17425 -3.35406 -0.25428
H -2.69976 -2.68384 1.32694
H 0.43522 -4.67868 1.04992
H 1.80571 -3.60804 0.60696
H 0.58685 -4.01948 -0.61445
H -0.27383 -3.91445 2.88855
H -1.02098 -2.37682 3.39422
H 0.74120 -2.49845 3.28301
H -0.16694 -0.88022 -4.84721
H 0.29973 0.54933 -3.87097
H -1.39328 -0.02189 -3.87242
H 0.94912 -3.25173 -3.86415
H 1.95148 -2.96173 -2.40622
H 2.03624 -1.82181 -3.79651
H -1.27159 -2.98409 -3.88090
H -2.35240 -2.15606 -2.69023
H -1.29942 -3.54822 -2.17444
H -2.11795 3.10667 2.66847
H -2.45565 2.73697 0.94336
H -0.83172 3.33157 1.43938
H -0.76196 1.80539 4.27115
H 0.77884 1.47836 3.42729
H -0.18562 0.12578 4.08431
H -3.14587 1.03765 3.39262
H -2.55206 -0.64965 3.19592
H -3.44166 0.15562 1.84188
C -4.17105 1.74907 -1.81388
C -3.69016 2.77615 -2.67056
C -4.40688 4.01381 -2.69526
C -5.60013 4.07394 -1.94525
C -6.07480 3.02633 -1.15789
C -5.27370 1.89852 -1.01875
Se -3.51485 -0.23096 -1.46212
H -2.37355 0.60208 -1.00562
H -2.73908 2.68233 -3.25075
H -4.05144 4.87698 -3.31734
H -6.23385 4.94014 -2.01182
H -6.99220 3.09427 -0.58913
H -5.52350 1.10605 -0.34771
C 4.20730 -0.55883 -1.56416
C 4.02937 -1.09785 -0.12645
P 2.70628 -0.25090 0.84526
C 2.91791 -0.95030 2.56370
C 4.29819 -0.77341 3.19777
C 3.36140 1.50704 1.07452
C 4.89496 1.66985 1.05074
H 4.34182 0.52981 -1.54592
H 5.06255 -0.97698 -2.11236
H 3.31441 -0.78529 -2.15673
H 3.70415 -2.15222 -0.11698
H 4.97978 -1.09160 0.43228
H 2.65499 -2.02141 2.48230
H 2.13386 -0.50205 3.20821
H 4.43235 0.25504 3.54652
H 4.43711 -1.43194 4.06146
H 5.09076 -1.00357 2.48380
H 2.90620 2.10641 0.25738
H 2.94794 1.92034 2.02011
H 5.35458 1.02589 0.29657
H 5.16374 2.71421 0.82424
H 5.33612 1.41871 2.02713
*
```